No. 1
# C3H4F2O

A cluster of 2 separate species, C3H4F2O in total at a distorted geometry (the ωB97M-V functional and the def2-TZVPD basis, the OMol25 dataset).

The calculation puts the frontier orbital gap (spin up / spin down) at 9.74 / 9.74 eV. The total energy comes out at -391.51812 hartree. The calculation puts the molar mass at 94.06 g mol⁻¹. As for the energy relative to the best compared isomer or geometry (same formula, charge and spin): 4.209 eV. Its LUMO energy (spin up / spin down) is -0.028 / -0.028 Eh.

```
! RIJCOSX wB97M-V def2-TZVPD def2/J DEFGRID3
* xyz 0 1
F -1.45209 -1.96668 -0.37542
F -2.56370 0.43136 0.62418
O -0.76411 1.26823 -1.26427
C 0.07470 -0.30073 0.66360
C -0.70155 0.28317 -0.45190
C -0.40550 -1.04669 -0.55555
H 1.15585 0.03570 0.71021
H -0.40662 -0.51381 1.56584
H 0.26096 -1.22336 -1.37927
H -0.69078 1.98041 -0.60683
*
```



No. 2
# C3H4F2O2

The molecule C3H4F2O2 at a distorted geometry (the ωB97M-V functional and the def2-TZVPD basis, the OMol25 dataset).

The calculation puts the frontier orbital gap at 10.72 eV. The total energy comes out at -466.90338 hartree. The calculation puts the molar mass at 110.06 g mol⁻¹. As for the energy relative to the best compared isomer or geometry (same formula, charge and spin): 0.000 eV. Its LUMO energy is 0.015 Eh. The SMILES is CC(=O)C(O)(F)F.

```
! RIJCOSX wB97M-V def2-TZVPD def2/J DEFGRID3
* xyz 0 1
F -0.05675 -0.79722 1.76100
F -0.85977 1.22732 1.79789
O 1.12085 0.60207 0.68206
O -1.87300 0.77250 -0.64663
C -0.13354 0.36513 1.03119
C 0.03212 -0.59656 -1.29832
C -0.85537 0.18953 -0.37119
H -0.03915 -0.22959 -2.25626
H 1.81378 0.52226 1.47137
H 1.04156 -0.41747 -0.96578
H -0.19071 -1.63798 -1.20532
*
```



No. 3
# C3H4F2OS

The molecule C3H4F2OS at a distorted geometry (the ωB97M-V functional and the def2-TZVPD basis, the OMol25 dataset).

The calculation puts the frontier orbital gap at 10.16 eV. The total energy comes out at -789.81314 hartree. The calculation puts the molar mass at 126.13 g mol⁻¹. As for the energy relative to the best compared isomer or geometry (same formula, charge and spin): 1.464 eV. Its LUMO energy is -0.002 Eh. The SMILES is O=C[C@@](F)(S)CF.

```
! RIJCOSX wB97M-V def2-TZVPD def2/J DEFGRID3
* xyz 0 1
S -1.37994 0.04048 1.48551
F 1.32970 -0.38077 1.26586
F -0.70946 -0.89068 -1.65131
O -0.27114 2.27451 -0.16267
C 0.45552 1.32049 -0.18697
C 0.08472 -0.06115 0.51493
C 0.06666 -1.27086 -0.46734
H 1.05106 -1.63880 -0.91271
H -1.49374 1.45348 1.22001
H -0.44459 -2.15608 -0.24823
H 1.31121 1.30937 -0.85708
*
```



No. 4
# C3H4F2OS

The molecule C3H4F2OS at a distorted geometry (the ωB97M-V functional and the def2-TZVPD basis, the OMol25 dataset).

The calculation puts the frontier orbital gap at 8.27 eV. The total energy comes out at -789.82457 hartree. The calculation puts the molar mass at 126.13 g mol⁻¹. As for the energy relative to the best compared isomer or geometry (same formula, charge and spin): 1.153 eV. Its LUMO energy is -0.038 Eh. The SMILES is OCC(=S)C(F)F.

```
! RIJCOSX wB97M-V def2-TZVPD def2/J DEFGRID3
* xyz 0 1
S 1.93223 -0.34945 -0.03929
F -0.43662 -1.96789 0.12263
F -1.35502 -0.37876 1.28342
O -1.29911 1.80194 -0.78761
C -0.83113 -0.67227 0.07858
C 0.39424 0.16128 -0.22509
C 0.03382 1.65553 -0.34877
H -1.66856 -0.50767 -0.62099
H -1.19874 1.60365 -1.74883
H 0.11739 2.16781 0.61944
H 0.77023 2.16457 -1.00288
*
```



> Which of these has the lowest energy relative to the best compared isomer or geometry (same formula, charge and spin)?

C3H4F2O2



> The lowest energy relative to the best compared isomer or geometry (same formula, charge and spin) belongs to which entry?

C3H4F2O2



> What is the formula in the fourth record?

C3H4F2OS



> Which formula does entry 1 have?

C3H4F2O